*w*
# C4H4N2O

An isolated molecule of C4H4N2O (ωB97M-V/def2-TZVPD, the Open Molecules 2025 dataset).

Each line ends with the Mulliken charge.
CARTESIAN COORDINATES (ANGSTROEM)
O  -2.600  0.079  -0.199  -0.50
C  -1.347  -0.329  -0.684  -0.16
C  -0.196  -0.145  -0.059  0.60
C  1.173  -0.093  -0.564  -0.20
C  1.835  0.209  0.550  -0.44
N  0.961  0.447  1.676  -0.46
N  -0.207  0.219  1.319  -0.23
H  -2.506  0.363  0.780  0.39
H  -1.482  -0.536  -1.705  0.37
H  1.448  -0.322  -1.686  0.26
H  2.922  0.108  0.572  0.37

Computed properties:
LUMO level: -0.0192 Ha
Kohn-Sham gap: 9.06 eV

*x*
# C4H4N2O

A cluster of 2 separate species, C4H4N2O in total (ωB97M-V/def2-TZVPD, the Open Molecules 2025 dataset).

Each line ends with the Mulliken charge.
CARTESIAN COORDINATES (ANGSTROEM)
C  0.589  0.059  -0.115  0.33
C  -0.358  -0.879  -0.082  -0.41
C  -1.717  -0.615  0.005  0.29
C  1.940  -0.279  -0.077  0.30
H  1.009  2.160  0.708  0.38
H  -0.480  1.619  0.212  0.35
H  -0.190  -1.999  -0.187  0.26
H  -2.202  -1.579  -0.436  0.19
N  0.482  1.264  -0.445  -0.63
N  3.154  -0.253  0.207  -0.47
O  -2.229  0.502  0.209  -0.58

Computed properties:
LUMO level: -0.0679 Ha
Kohn-Sham gap: 8.10 eV

*y*
# C4H4N2O

An isolated molecule of C4H4N2O (ωB97M-V/def2-TZVPD, the Open Molecules 2025 dataset).

Each line ends with the Mulliken charge.
CARTESIAN COORDINATES (ANGSTROEM)
N  -1.504  0.808  1.967  -0.38
C  -1.392  0.115  1.049  0.26
C  -1.244  -0.766  -0.131  -0.29
O  0.023  -1.373  -0.197  -0.35
C  1.052  -0.568  -0.659  -0.57
C  1.466  0.535  -0.069  0.58
N  1.939  1.525  0.481  -0.47
H  -1.459  -0.177  -1.032  0.30
H  -1.976  -1.574  -0.053  0.28
H  1.565  -0.939  -1.540  0.35
H  1.530  2.413  0.184  0.29

Computed properties:
LUMO level: 0.0192 Ha
Kohn-Sham gap: 9.70 eV

*z*
# C4H4N2O

A structure of composition C4H4N2O (ωB97M-V/def2-TZVPD, the Open Molecules 2025 dataset).

Each line ends with the Mulliken charge.
CARTESIAN COORDINATES (ANGSTROEM)
C  0.450  -0.825  0.855  -0.34
C  -1.044  -0.462  0.266  -0.38
C  -0.334  0.336  -0.726  0.35
C  0.845  0.252  -0.093  0.25
H  0.388  -0.345  1.899  0.23
H  0.691  -1.987  0.674  0.28
H  -1.552  -1.406  -0.104  0.23
H  -1.686  0.154  0.885  0.25
N  -0.330  1.300  -1.584  -0.41
N  1.682  1.219  -0.505  -0.44
O  0.890  1.764  -1.567  -0.03

Computed properties:
LUMO level: 0.0159 Ha
Kohn-Sham gap: 11.01 eV

Most stable structure: *w*

*w*
# C4H4N2O

A structure of composition C4H4N2O (ωB97M-V/def2-TZVPD, the Open Molecules 2025 dataset).

Each line ends with the Mulliken charge.
CARTESIAN COORDINATES (ANGSTROEM)
O  2.372  -1.091  0.481  -0.52
C  1.262  -0.720  0.175  0.44
C  0.990  0.698  -0.243  -0.06
C  -0.292  1.226  -0.443  -0.61
N  -1.270  0.292  -0.152  -0.04
C  -1.012  -1.041  0.027  0.03
N  0.147  -1.574  0.188  -0.52
H  1.860  1.307  -0.485  0.46
H  0.432  1.584  0.562  0.22
H  -2.235  0.584  -0.216  0.23
H  -1.891  -1.688  0.020  0.38

Computed properties:
LUMO level: 0.0140 Ha
Kohn-Sham gap: 9.52 eV

*x*
# C4H4N2O

A structure of composition C4H4N2O (ωB97M-V/def2-TZVPD, the Open Molecules 2025 dataset).

Each line ends with the Mulliken charge.
CARTESIAN COORDINATES (ANGSTROEM)
O  -0.895  1.890  -1.490  -0.55
C  -0.260  1.110  -0.807  0.62
C  -0.946  0.365  0.316  -0.43
C  -0.372  -0.895  0.663  -0.06
N  0.891  -1.216  0.386  -0.59
C  1.505  -0.339  -0.446  0.05
N  1.040  0.724  -1.053  -0.53
H  -1.987  0.620  0.493  0.44
H  -1.045  -1.667  1.019  0.46
H  -0.470  0.003  1.603  0.21
H  2.537  -0.594  -0.683  0.39

Computed properties:
LUMO level: -0.0259 Ha
Kohn-Sham gap: 9.05 eV

*y*
# C4H4N2O

An isolated molecule of C4H4N2O (ωB97M-V/def2-TZVPD, the Open Molecules 2025 dataset).

Each line ends with the Mulliken charge.
CARTESIAN COORDINATES (ANGSTROEM)
O  -0.583  -1.250  -1.650  -0.42
C  -0.361  -0.350  -0.781  0.74
C  0.769  -0.852  -0.126  -0.53
C  0.988  -0.031  0.974  -0.06
N  0.294  1.047  1.347  -0.45
C  -0.658  1.386  0.610  -0.06
N  -1.146  0.731  -0.557  -0.62
H  -1.208  -0.942  -2.291  0.36
H  1.224  -1.725  -0.291  0.48
H  1.657  -0.483  1.856  0.25
H  -0.975  2.470  0.909  0.30

Computed properties:
LUMO level: 0.0265 Ha
Kohn-Sham gap: 10.52 eV

Most stable structure: *y*

*w*
# C29H34Cl5CsN2O4SeSi2Te

A structure of composition C29H34Cl5CsN2O4SeSi2Te (ωB97M-V/def2-TZVPD, the Open Molecules 2025 dataset).

Each line ends with the Mulliken charge.
CARTESIAN COORDINATES (ANGSTROEM)
Cs  -0.339  0.520  0.441  1.01
Cl  -3.508  -5.243  -1.791  -0.27
C  -2.414  -3.899  -1.954  0.33
C  -2.426  -3.126  -3.094  0.15
Cl  -3.515  -3.494  -4.402  -0.27
C  -1.548  -2.032  -3.185  0.08
Cl  -1.504  -1.078  -4.659  -0.23
C  -0.641  -1.658  -2.173  -0.25
O  0.117  -0.633  -2.264  -0.84
C  -0.573  -2.541  -0.995  0.27
O  0.299  -2.327  -0.071  -0.89
C  -1.499  -3.595  -0.928  0.29
Cl  -1.464  -4.576  0.514  -0.25
C  5.122  0.716  1.722  -0.99
Si  6.020  -0.570  0.698  0.24
C  6.263  -2.131  1.708  -0.98
C  7.726  0.114  0.269  -1.04
C  5.070  -0.959  -0.849  -0.71
Te  2.982  -1.427  -0.424  0.14
C  2.759  -2.387  -2.318  -0.23
Si  3.078  -4.221  -2.262  0.21
C  1.823  -5.095  -1.204  -0.82
C  2.993  -4.896  -4.021  -1.10
C  4.816  -4.556  -1.614  -0.90
H  5.701  1.008  2.602  0.31
H  4.154  0.346  2.068  0.34
H  4.931  1.616  1.131  0.27
H  6.805  -1.925  2.635  0.33
H  6.830  -2.874  1.140  0.28
H  5.298  -2.573  1.964  0.32
H  8.304  0.328  1.172  0.27
H  7.644  1.041  -0.305  0.29
H  8.294  -0.602  -0.332  0.28
H  5.505  -1.840  -1.328  0.12
H  5.103  -0.133  -1.565  0.48
H  3.437  -1.862  -2.996  0.69
H  1.742  -2.144  -2.629  -0.42
H  0.830  -5.023  -1.659  0.15
H  1.742  -4.626  -0.221  0.27
H  2.068  -6.153  -1.079  0.47
H  2.004  -4.708  -4.447  0.32
H  3.171  -5.975  -4.048  0.30
H  3.733  -4.414  -4.666  0.29
H  4.933  -4.145  -0.608  0.09
H  5.580  -4.109  -2.257  0.27
H  5.007  -5.632  -1.566  0.36
C  -3.395  1.277  -2.714  -0.69
N  -2.833  2.192  -1.740  0.38
C  -3.453  2.642  -0.618  -0.29
Se  -5.171  2.324  -0.095  -0.38
N  -2.543  3.398  0.060  0.10
C  -1.335  3.412  -0.620  0.13
C  -0.095  3.928  -0.286  -0.76
C  0.954  3.642  -1.152  -0.60
C  0.771  2.854  -2.291  -0.47
C  -0.472  2.330  -2.621  -0.14
C  -1.517  2.646  -1.770  0.31
H  -4.406  1.034  -2.401  0.24
H  -2.792  0.372  -2.759  0.20
H  -3.410  1.741  -3.701  0.28
H  -2.596  3.486  1.069  0.48
H  0.058  4.456  0.645  0.33
H  1.947  3.999  -0.911  0.35
H  1.624  2.594  -2.904  0.36
H  -0.589  1.628  -3.436  0.10
Cl  -4.023  -2.216  6.741  -0.27
C  -3.116  -1.079  5.761  0.52
C  -2.305  -0.150  6.387  -0.67
C  -1.587  0.743  5.609  -0.26
C  -1.697  0.745  4.221  0.71
C  -2.514  -0.209  3.623  0.02
C  -3.219  -1.133  4.384  -0.88
C  -0.930  1.788  3.411  -0.37
O  0.259  1.959  3.735  -0.70
O  -1.573  2.359  2.491  -0.65
H  -2.233  -0.136  7.466  0.38
H  -0.920  1.459  6.072  0.41
H  -2.606  -0.259  2.545  0.35
H  -3.833  -1.886  3.910  0.43

Computed properties:
LUMO level: 0.1293 Ha
Total charge: -2
Kohn-Sham gap: 4.90 eV

*x*
# C29H34Cl5CsN2O4SeSi2Te

A structure of composition C29H34Cl5CsN2O4SeSi2Te (ωB97M-V/def2-TZVPD, the Open Molecules 2025 dataset).

Each line ends with the Mulliken charge.
CARTESIAN COORDINATES (ANGSTROEM)
Cs  2.300  -0.938  0.666  1.60
Cl  -2.647  -5.154  2.069  -0.27
C  -1.632  -3.749  2.193  0.10
C  -1.087  -3.390  3.407  0.38
Cl  -1.403  -4.348  4.820  -0.27
C  -0.275  -2.251  3.486  0.03
Cl  0.410  -1.789  5.013  -0.28
C  0.048  -1.454  2.377  -0.30
O  0.791  -0.419  2.429  -1.00
C  -0.487  -1.868  1.083  0.28
O  -0.161  -1.191  0.030  -0.66
C  -1.340  -2.971  1.062  0.28
Cl  -2.045  -3.413  -0.453  -0.14
C  1.505  3.116  -2.503  -0.55
Si  0.088  4.076  -1.702  0.15
C  -1.476  3.661  -2.696  -0.92
C  0.463  5.929  -1.988  -1.08
C  -0.170  3.621  0.089  -0.77
Te  -0.261  1.411  0.340  -0.13
C  -1.277  1.732  2.219  -0.53
Si  -3.122  1.828  1.934  0.28
C  -3.726  0.248  1.090  -0.74
C  -4.038  2.039  3.597  -1.10
C  -3.677  3.317  0.880  -0.86
H  1.780  3.530  -3.474  0.31
H  1.201  2.080  -2.661  -0.13
H  2.397  3.103  -1.873  0.33
H  -1.306  3.765  -3.769  0.36
H  -2.327  4.289  -2.426  0.31
H  -1.748  2.623  -2.501  0.20
H  0.492  6.150  -3.057  0.28
H  1.433  6.204  -1.570  0.31
H  -0.286  6.583  -1.536  0.28
H  -1.091  4.063  0.471  0.15
H  0.646  3.987  0.716  0.44
H  -0.850  2.611  2.699  0.67
H  -1.030  0.870  2.836  -0.03
H  -3.390  -0.628  1.650  0.21
H  -3.296  0.168  0.091  0.08
H  -4.813  0.199  1.006  0.43
H  -3.833  1.197  4.259  0.30
H  -5.120  2.099  3.460  0.28
H  -3.717  2.947  4.110  0.30
H  -3.259  3.258  -0.126  0.01
H  -3.347  4.259  1.324  0.31
H  -4.764  3.362  0.792  0.38
C  -2.306  -1.224  -4.130  -0.92
N  -1.194  -2.141  -4.092  0.31
C  0.114  -1.779  -4.045  -0.39
Se  0.819  -0.191  -4.548  -0.38
N  0.834  -2.896  -3.769  0.13
C  -0.008  -3.986  -3.643  0.46
C  0.224  -5.327  -3.392  -0.90
C  -0.880  -6.168  -3.377  -0.48
C  -2.165  -5.690  -3.617  -0.64
C  -2.398  -4.346  -3.862  -0.41
C  -1.301  -3.502  -3.863  0.53
H  -1.919  -0.230  -4.339  0.26
H  -2.806  -1.225  -3.159  0.32
H  -3.016  -1.521  -4.904  0.33
H  1.819  -2.869  -3.573  0.26
H  1.222  -5.703  -3.212  0.40
H  -0.741  -7.220  -3.167  0.37
H  -3.000  -6.377  -3.594  0.36
H  -3.399  -3.962  -4.001  0.38
Cl  6.103  2.153  5.972  -0.28
C  5.896  1.131  4.570  0.57
C  7.012  0.762  3.837  -0.63
C  6.835  0.002  2.692  -0.20
C  5.570  -0.414  2.294  0.41
C  4.471  -0.054  3.067  0.51
C  4.624  0.731  4.202  -1.17
C  5.412  -1.204  0.980  0.11
O  6.288  -1.008  0.120  -0.76
O  4.409  -1.951  0.901  -0.84
H  7.998  1.078  4.153  0.39
H  7.682  -0.262  2.071  0.43
H  3.485  -0.386  2.774  -0.30
H  3.763  1.019  4.790  0.48

Computed properties:
LUMO level: 0.1374 Ha
Total charge: -2
Kohn-Sham gap: 5.22 eV

Most stable structure: *w*

*w*
# C5H15N3

An isolated molecule of C5H15N3 (ωB97M-V/def2-TZVPD, the Open Molecules 2025 dataset).

Each line ends with the Mulliken charge.
CARTESIAN COORDINATES (ANGSTROEM)
N  -1.630  2.064  0.197  -0.64
C  -0.169  2.381  0.228  -0.53
C  0.649  1.443  -0.682  -0.71
C  1.493  0.296  -0.095  -0.43
C  0.682  -0.422  1.003  -0.41
N  0.583  -1.922  0.896  -0.33
C  -0.610  -2.360  0.201  -0.66
N  -0.879  -1.651  -1.098  -0.43
H  -2.027  1.786  1.080  0.27
H  -1.722  1.324  -0.486  0.27
H  -0.078  3.413  -0.096  0.31
H  0.209  2.429  1.260  0.23
H  1.136  2.052  -1.451  0.42
H  -0.002  0.874  -1.371  0.26
H  1.566  -0.378  -0.960  0.26
H  2.469  0.669  0.167  0.38
H  1.055  -0.186  1.984  0.37
H  -0.317  0.015  0.966  0.07
H  1.376  -2.501  0.684  0.25
H  -0.272  -3.398  -0.093  0.32
H  -1.409  -2.173  0.919  0.35
H  -0.270  -2.010  -1.826  0.19
H  -1.833  -1.746  -1.427  0.20

Computed properties:
LUMO level: 0.0369 Ha
Kohn-Sham gap: 9.70 eV

*x*
# C5H15N3

A cluster of 2 separate species, C5H15N3 in total (ωB97M-V/def2-TZVPD, the Open Molecules 2025 dataset).

Each line ends with the Mulliken charge.
CARTESIAN COORDINATES (ANGSTROEM)
H  -0.153  -2.616  -0.847  0.18
N  -0.107  -1.875  -0.153  -0.71
C  -0.178  -0.701  -0.637  0.10
N  -0.296  -0.401  -1.960  -0.32
C  -0.086  0.472  0.306  0.70
C  1.126  1.331  -0.050  -1.52
C  -1.385  1.285  0.314  -0.56
C  -2.581  0.451  0.757  -1.22
H  -0.357  -1.131  -2.649  0.21
H  -0.376  0.549  -2.273  0.17
H  0.061  0.044  1.301  0.18
H  0.977  1.848  -0.990  0.30
H  2.007  0.692  -0.132  0.45
H  1.299  2.066  0.731  0.42
H  -1.578  1.715  -0.663  0.26
H  -1.257  2.117  1.005  0.39
H  -2.409  0.032  1.740  0.31
H  -2.748  -0.362  0.068  0.30
H  -3.489  1.065  0.788  0.38
N  2.892  -1.399  0.714  -0.65
H  1.941  -1.742  0.789  0.25
H  3.415  -2.077  0.192  0.20
H  3.280  -1.360  1.649  0.20

Computed properties:
LUMO level: 0.0365 Ha
Kohn-Sham gap: 10.19 eV

*y*
# C5H15N3

A cluster of 3 separate species, C5H15N3 in total (ωB97M-V/def2-TZVPD, the Open Molecules 2025 dataset).

Each line ends with the Mulliken charge.
CARTESIAN COORDINATES (ANGSTROEM)
C  2.126  -0.485  -0.896  -1.12
C  0.798  -0.232  -1.019  0.66
N  -0.039  -1.073  -1.762  -0.57
H  2.791  0.197  -0.394  0.28
H  2.563  -1.354  -1.360  0.24
H  0.399  0.852  -1.217  -0.12
H  0.133  -2.054  -1.588  0.25
H  -1.016  -0.837  -1.662  0.26
C  -1.093  2.076  -1.093  -0.37
N  -2.054  1.470  -0.482  -0.56
H  -0.451  2.712  -0.489  0.34
H  -1.105  2.341  -2.154  0.30
H  -2.747  1.073  -1.117  0.21
C  0.625  0.515  1.803  -1.10
N  -0.178  -0.251  0.853  -0.02
C  -0.493  -1.583  1.359  -1.07
H  1.573  -0.002  1.956  0.41
H  0.119  0.632  2.769  0.36
H  0.821  1.500  1.388  0.25
H  -1.059  0.286  0.661  0.33
H  -1.211  -2.062  0.696  0.33
H  0.429  -2.166  1.383  0.34
H  -0.930  -1.553  2.364  0.37

Computed properties:
LUMO level: 0.0232 Ha
Kohn-Sham gap: 7.40 eV

Most stable structure: *x*